Entry 1:
The following is a DFT calculation (ωB97M-V/def2-TZVPD) of a cluster of 14 separate species, BF4H26O13 in total.

**Relative energy (zero: lowest compared OMol25 entry of this formula, charge and spin)**: 0.587 eV
**Spin multiplicity**: 2
**HOMO-LUMO gap (alpha / beta)**: 10.2 / 2.6 eV
**E_HOMO (alpha / beta)**: -10.778 / -10.768 eV
**LUMO level (alpha / beta)**: -0.6061 / -8.1950 eV
**Energy**: -38588.0494 eV

Each line ends with the Mulliken spin population.
Positions of all 44 atoms, in Å:
F: 0.43924 0.04336 -0.95211  0.00
F: 0.47604 0.44994 1.28334  0.00
F: -1.17134 1.35049 0.11967  0.00
F: -1.02924 -0.92942 0.49145  -0.01
O: -0.84582 3.39580 -1.34107  0.01
O: 2.21742 0.25799 3.65722  0.00
O: 1.27395 2.29201 -2.88112  0.09
O: 2.28682 -0.48063 -3.16371  0.00
O: 1.41043 2.85149 2.06382  0.00
O: -2.31702 -3.20463 1.02335  0.22
O: -0.50358 -0.51251 -3.65097  0.30
O: -2.34413 -1.48245 -1.72524  0.44
O: 2.58431 -0.93438 0.56224  0.00
O: 0.08712 -2.48392 2.62181  0.00
O: -3.84497 1.73555 -0.83495  0.00
O: 2.03921 -2.73478 -1.36065  0.00
O: -1.91294 0.93498 2.84304  0.00
B: -0.39203 0.26123 0.22288  0.01
H: 0.68160 -2.82065 3.29221  0.00
H: -0.17479 3.03837 -1.92262  0.00
H: 1.09096 -2.75327 -1.23139  0.00
H: 1.57241 1.39904 -3.05364  0.00
H: 1.35582 -0.56787 -2.95912  0.00
H: 0.08418 -1.53641 2.75769  0.00
H: 1.16903 3.00029 2.97805  0.00
H: -2.13804 1.86079 2.75108  0.00
H: 0.96598 2.03727 1.82772  0.00
H: 2.36075 -1.05033 1.48572  0.00
H: 2.66932 0.41749 4.48582  0.00
H: 1.69472 2.53029 -2.05504  0.00
H: -1.56860 0.68540 1.98550  0.00
H: 2.69020 -1.26109 -2.78370  0.00
H: -1.91106 -2.32785 -1.84344  -0.02
H: -0.53555 -0.50424 -2.69434  0.00
H: 1.91804 -0.33413 0.22756  0.00
H: 2.57146 0.91700 3.06005  0.00
H: -1.19553 2.63291 -0.88071  0.00
H: -3.07573 1.61743 -0.27768  0.00
H: -1.97722 -1.13652 -0.91165  0.00
H: -2.78084 -2.85596 1.78462  -0.01
H: 2.37734 -2.27585 -0.59170  0.00
H: -1.41833 -0.43617 -3.92232  -0.01
H: -3.48672 1.95149 -1.69592  0.00
H: -1.39283 -3.03738 1.20808  -0.01

Cartesian forces (eV/Å) of the 6 atoms listed first:
-1.2 0.3 0.1
0.4 0.2 0.6
-1.4 0.1 -0.1
-1.3 -0.5 -0.4
-0.4 0.6 -0.1
-0.2 -0.4 0.0

***

Entry 2:
The following is a DFT calculation (ωB97M-V/def2-TZVPD) of a structure of composition BF4Sn.

**Net charge**: +1
**Relative energy (zero: lowest compared OMol25 entry of this formula, charge and spin)**: 1.783 eV
**HOMO-LUMO gap**: 6.7 eV
**E_HOMO**: -16.135 eV
**LUMO level**: -9.3991 eV
**Energy**: -17372.4184 eV

Each line ends with the Mulliken charge.
Positions of all 6 atoms, in Å:
Sn: 12.96869 21.32604 20.92774  1.73
F: 11.54943 24.25917 21.11762  -0.33
F: 10.79831 22.69760 22.61419  -0.33
F: 11.09972 24.84762 23.29831  -0.29
F: 12.87225 23.41510 22.83324  -0.36
B: 11.55607 23.87258 22.44713  0.58

Cartesian forces, eV/Å:
-1.3 2.5 1.9
0.7 -0.8 -0.6
0.0 -1.5 -1.0
0.6 -0.6 -0.6
1.3 -1.1 -1.3
-1.3 1.4 1.6

***

Entry 3:
The following is a DFT calculation (ωB97M-V/def2-TZVPD) of a cluster of 7 separate species, BH16O6 in total.

**Net charge**: -1
**Relative energy (zero: lowest compared OMol25 entry of this formula, charge and spin)**: 0.136 eV
**HOMO-LUMO gap**: 9.8 eV
**E_HOMO**: -6.520 eV
**LUMO level**: 3.2485 eV
**Energy**: -13221.9001 eV

Each line ends with the Mulliken charge.
Positions of all 23 atoms, in Å:
O: -3.57793 1.10103 1.71399  -0.69
O: 0.73458 0.29128 3.09015  -0.71
O: 2.72798 -0.27414 -0.97194  -0.63
O: -1.75765 2.22789 -1.75238  -0.72
O: 2.22272 -2.46924 0.80262  -0.73
O: 0.09588 0.44263 -3.05229  -0.68
B: -0.50597 -0.68088 0.05628  -0.37
H: -1.73434 1.62565 -0.99214  0.33
H: -0.86890 2.49743 -1.86837  0.32
H: -0.39544 -1.15091 1.14573  -0.31
H: 2.16829 -1.04015 -0.77225  0.42
H: -1.67653 -0.44433 -0.22354  -0.19
H: -0.39412 0.65070 -2.27067  0.39
H: -3.25663 1.50162 0.90591  0.31
H: 0.10665 0.00558 2.39737  0.34
H: 0.09610 0.38300 0.00694  -0.02
H: 1.30503 -2.21713 0.97071  0.39
H: 0.99407 1.21096 2.73910  0.32
H: 2.73110 -1.61853 0.92460  0.35
H: 3.58140 -0.58655 -1.14524  0.29
H: -3.10434 0.23267 1.68946  0.35
H: -0.06255 -1.43584 -0.79797  -0.13
H: 0.57061 -0.25273 -2.59605  0.36

Cartesian forces (eV/Å) of the 6 atoms listed first:
0.5 -1.2 0.1
0.3 2.3 -1.0
-1.8 1.0 0.3
-1.6 -0.3 0.6
1.1 1.1 0.2
0.5 -0.3 -0.3

***

Entry 4:
The following is a DFT calculation (ωB97M-V/def2-TZVPD) of a structure of composition BH20O8.

**Net charge**: -1
**Relative energy (zero: lowest compared OMol25 entry of this formula, charge and spin)**: 4.454 eV
**HOMO-LUMO gap**: 9.2 eV
**E_HOMO**: -6.535 eV
**LUMO level**: 2.6926 eV
**Energy**: -17378.1004 eV

Each line ends with the Mulliken charge.
Positions of all 29 atoms, in Å:
O: -2.65493 1.65845 0.52148  -0.73
O: 3.24907 1.50945 -0.63752  -0.63
O: 1.66207 -0.36355 -2.18752  -0.60
O: -1.54893 -2.37155 -2.59952  -0.83
O: 1.75707 -3.27155 1.69748  -0.68
O: -2.20793 -3.32255 -0.79752  -0.50
O: 1.99907 1.80845 2.89348  -0.66
O: -1.14293 4.21345 0.26348  -0.69
B: 0.20207 -0.19555 0.44348  1.22
H: 3.28307 0.68345 -0.34152  0.28
H: 1.26907 -0.42055 0.82348  -0.57
H: 1.39207 -2.88155 2.48848  0.31
H: -0.07493 -0.82255 -0.57152  -0.32
H: -1.74893 1.41245 0.63548  0.29
H: -2.83093 -3.63955 -0.25952  0.28
H: 1.71307 -2.70955 0.99948  0.29
H: 0.16507 0.93445 0.13448  -0.48
H: 1.14007 2.12945 2.77048  0.30
H: -2.67593 1.87845 -0.41652  0.35
H: 2.02807 1.17845 2.18848  0.34
H: -2.19393 -2.39955 -0.60152  0.29
H: -1.76893 -1.48255 -2.62652  0.23
H: -1.67193 4.74645 0.85148  0.28
H: -1.89993 -3.00655 -1.88152  0.45
H: 2.18507 1.78245 -0.70452  0.31
H: 1.06207 -0.06855 -1.55552  0.10
H: -0.63893 -0.36255 1.42348  -0.29
H: -1.59993 3.16445 0.09148  0.34
H: 1.55207 0.21845 -3.04552  0.31

Cartesian forces (eV/Å) of the 6 atoms listed first:
-0.9 0.9 -0.6
-4.0 7.3 -2.2
1.9 0.7 -5.1
1.7 -2.0 -2.8
0.7 -3.6 3.1
2.0 -0.4 1.9

***

Entry 5:
The following is a DFT calculation (ωB97M-V/def2-TZVPD) of a structure of composition BH22NaO9.

**Relative energy (zero: lowest compared OMol25 entry of this formula, charge and spin)**: 19.223 eV
**HOMO-LUMO gap**: 7.6 eV
**E_HOMO**: -8.558 eV
**LUMO level**: -0.9510 eV
**Energy**: -23856.0883 eV

Each line ends with the Mulliken charge.
Positions of all 33 atoms, in Å:
Na: -14.70054 -3.45011 -23.56340  1.22
O: -17.57446 -3.95413 -24.75208  -0.87
O: -16.28723 -6.25254 -24.08488  -0.68
O: -18.42542 -4.02588 -21.96579  -0.77
O: -15.81744 -6.21080 -21.98977  -0.84
O: -19.07140 -5.30132 -23.60724  -0.93
O: -17.20700 -2.72388 -20.70982  -0.51
O: -16.73192 -1.36834 -22.13885  -0.94
O: -14.47400 -3.43902 -21.81382  -0.66
O: -15.03397 -1.59499 -23.75165  -0.68
B: -16.36569 -4.18769 -22.85146  -2.51
H: -17.20892 -4.09570 -23.87883  0.82
H: -15.25984 -3.98291 -21.76023  -0.11
H: -15.97657 -1.61952 -23.91641  0.37
H: -18.75713 -4.70516 -24.28700  0.30
H: -16.24964 -5.37332 -22.15731  0.77
H: -13.86414 -3.83658 -21.19232  0.23
H: -16.19966 -1.86871 -22.75736  0.47
H: -16.08148 -6.22997 -25.01942  0.24
H: -16.39089 -5.33310 -23.83968  0.95
H: -17.46943 -4.01896 -21.91818  0.30
H: -14.67638 -1.08578 -24.47901  0.29
H: -17.26739 -4.64650 -23.22654  -0.92
H: -18.75382 -4.92049 -22.78849  0.55
H: -15.27484 -6.35997 -22.76408  0.44
H: -17.88751 -2.97402 -20.08487  0.32
H: -16.44313 -3.23998 -20.45218  0.50
H: -18.65882 -3.13699 -22.23342  0.34
H: -17.01017 -2.01138 -21.48669  0.66
H: -16.46047 -3.14239 -23.10170  -0.45
H: -16.82697 -3.68042 -25.28366  0.38
H: -15.57272 -4.67877 -23.39393  0.59
H: -16.33635 -4.39801 -21.79357  1.10

Cartesian forces (eV/Å) of the 6 atoms listed first:
5.7 1.1 -6.5
-0.7 3.2 -7.5
0.5 -3.4 -4.2
-3.1 2.1 3.9
1.8 -2.8 4.0
-2.3 -3.2 -2.5